[1]
A structure of composition C16H26As2F6GeIrN2OS5, computed with ωB97M-V/def2-TZVPD.

The geometry in XYZ format:
```
60
Properties=species:S:1:pos:R:3:forces:R:3
Ir 0.37290 -0.41762 0.09803 0.36 -0.36 0.28
C -5.90506 -2.16311 0.98282 0.04 0.13 -0.04
C -5.66976 -1.00427 0.01652 0.05 -0.20 0.10
N -4.49253 -0.22133 0.35729 0.10 -0.13 -0.09
C -4.69481 0.95407 1.19178 -0.01 0.23 -0.06
C -5.02252 2.20790 0.38547 0.01 -0.11 0.06
C -3.26739 -0.58941 -0.10418 0.26 0.11 0.07
S -2.00422 0.54097 0.11994 0.52 0.13 -0.03
N -3.23020 -1.77256 -0.72186 -0.35 -0.30 -0.06
C -2.10124 -2.33275 -1.15751 -0.11 0.48 0.29
O -0.93152 -1.95258 -0.98403 0.12 -0.34 -0.18
C -2.28447 -3.60126 -1.93726 0.00 -0.18 -0.22
C -1.15807 -4.25702 -2.42827 0.01 0.10 0.07
C -1.29726 -5.40615 -3.19011 0.03 -0.05 -0.03
C -2.55825 -5.92100 -3.45813 0.02 0.02 -0.02
C -3.68342 -5.27326 -2.96610 -0.05 -0.04 -0.02
C -3.54790 -4.11821 -2.21226 0.04 0.04 0.04
H -6.80807 -2.71305 0.70696 -0.01 -0.01 0.03
H -6.01626 -1.79381 2.00418 -0.02 -0.03 0.02
H -5.05192 -2.83923 0.94849 0.00 -0.02 0.00
H -6.53097 -0.33103 0.02136 0.04 0.04 -0.04
H -5.53476 -1.39774 -0.98913 -0.07 0.05 -0.04
H -3.79199 1.13612 1.77430 -0.06 -0.06 0.07
H -5.51384 0.72532 1.88025 0.03 -0.04 0.02
H -4.18278 2.45371 -0.26281 0.00 0.03 0.00
H -5.18721 3.04644 1.06343 0.00 0.02 -0.03
H -5.91813 2.06410 -0.22508 -0.01 0.02 -0.01
H -0.18095 -3.84393 -2.20585 -0.01 0.03 -0.04
H -0.41504 -5.89487 -3.58522 0.00 -0.02 0.03
H -2.66249 -6.82071 -4.05327 -0.01 0.00 0.00
H -4.67146 -5.66506 -3.17855 0.00 -0.01 0.01
H -4.41495 -3.59986 -1.82806 -0.01 0.03 0.02
S 4.01609 -0.68583 -3.43851 0.47 0.15 0.21
As 3.19817 -0.61111 -1.47974 -0.84 -0.44 -0.05
S 1.99500 -2.34749 -1.01811 -0.03 0.69 0.10
S 1.81119 1.06856 -1.16721 -0.18 -0.49 0.23
S 4.91885 -0.47828 -0.22257 0.31 0.11 -0.36
F -0.00481 1.92665 1.71928 -0.06 0.17 0.16
As -0.64025 3.18450 2.74265 -0.22 0.45 0.50
F -2.03163 2.20941 3.15820 0.12 -0.02 -0.13
F 0.20609 2.50412 4.11152 -0.03 0.00 -0.18
F -1.26453 4.45832 3.78440 0.11 -0.22 -0.22
F 0.73362 4.18030 2.37228 -0.10 -0.06 -0.02
F -1.52768 3.85323 1.40306 0.11 -0.06 0.05
C -1.18867 -1.01957 3.87739 0.16 0.04 -0.12
Ge 0.34604 -1.95522 3.06601 -0.11 -0.37 0.27
C 1.45410 -2.72782 4.54105 -0.11 0.13 -0.20
C -0.33613 -3.50647 2.03473 0.11 0.22 0.03
C 1.43548 -0.78114 1.96582 -0.50 0.27 -0.42
H -1.48025 -1.46146 4.83236 0.05 -0.09 -0.02
H -2.04664 -1.05220 3.20339 0.01 0.02 -0.03
H -0.94304 0.02977 4.04306 -0.01 0.01 -0.01
H 0.85615 -3.38162 5.17997 -0.04 0.00 -0.01
H 1.87858 -1.93287 5.15618 -0.01 0.02 0.00
H 2.27609 -3.31035 4.12108 0.00 0.00 -0.02
H -0.76970 -4.27202 2.68159 0.01 0.04 0.07
H 0.47274 -3.95086 1.45220 0.01 0.00 -0.01
H -1.10120 -3.17049 1.33274 0.00 -0.01 0.02
H 2.41008 -1.21894 1.74989 -0.07 -0.11 -0.11
H 1.57569 0.18709 2.44923 -0.09 0.02 0.03
```
Forces are in eV/Å.

ΔE to the lowest compared entry with this formula, charge and spin	0.840	eV
⟨S²⟩	8.7750
maximum force	0.952	eV Å⁻¹
Kohn-Sham gap (spin up / spin down)	5.96 / 5.51	eV
E_tot	-273560.8024	eV
charge	-2
multiplicity	6
LUMO (spin up / spin down)	4.13 / 2.45	eV


[2]
A structure of composition C16H26BeCl3NO4PS3Si at a distorted geometry, computed with ωB97M-V/def2-TZVPD.

The geometry in XYZ format:
```
56
Properties=species:S:1:pos:R:3:forces:R:3
Be -0.06840 -0.06460 0.16900 -0.05 -0.32 -0.13
C -3.95040 0.39840 -4.82370 -0.05 0.17 0.68
Si -3.94360 0.71070 -2.93410 -0.54 -0.06 -0.24
C -3.56870 2.53920 -2.58340 0.01 -0.62 -0.11
C -5.68190 0.35730 -2.21120 0.57 0.15 -0.37
C -2.84270 -0.61690 -2.15270 -0.14 0.40 -0.06
C -3.20580 -1.95020 -2.16350 0.05 0.01 0.01
C -2.43520 -2.91990 -1.52040 -0.08 -0.08 -0.06
C -1.33260 -2.50830 -0.80510 0.05 -0.21 0.08
N -0.97040 -1.23390 -0.76970 -0.18 -0.05 -0.02
C -1.65430 -0.30830 -1.46980 -0.24 -0.29 -0.42
S -0.88540 1.19880 -1.40430 0.44 0.99 0.13
H -4.68090 1.03140 -5.31970 -0.15 0.15 -0.08
H -4.19390 -0.63530 -5.05660 -0.03 -0.17 0.03
H -2.97630 0.61490 -5.25470 0.18 0.03 0.00
H -4.31610 3.17930 -3.04750 -0.24 -0.02 -0.14
H -2.58880 2.82050 -2.95250 0.09 0.04 -0.07
H -3.57130 2.72790 -1.51400 0.02 -0.01 0.16
H -6.43120 1.01140 -2.64600 -0.15 0.17 -0.12
H -5.67950 0.52400 -1.13740 0.07 0.03 0.18
H -5.99690 -0.66690 -2.38440 -0.03 -0.22 -0.05
H -4.10590 -2.24810 -2.68420 -0.13 -0.11 -0.06
H -2.70430 -3.96400 -1.55770 -0.01 -0.07 0.02
H -0.69780 -3.18860 -0.25550 0.00 -0.06 0.09
C -1.66960 3.31970 3.33230 0.15 -0.12 0.17
C -0.54360 2.76560 4.20050 0.04 0.73 -0.09
C 0.80920 3.10680 3.59610 -0.10 -0.10 0.24
O -0.69370 1.37290 4.43560 -0.10 -0.68 0.01
P -0.19460 0.14360 3.49920 0.22 -0.18 0.05
S 1.73500 -0.12450 3.42720 -0.52 0.14 -0.09
S -1.31100 0.31250 1.78750 0.44 0.10 0.45
O -0.78080 -1.07540 4.35010 0.16 -0.10 0.04
C -2.04420 -1.31740 4.96380 -0.33 0.03 0.21
C -3.23520 -1.01070 4.07070 0.15 -0.17 0.04
C -2.15170 -0.55860 6.28330 0.13 -0.16 -0.16
H -1.60430 4.40680 3.32060 -0.02 0.10 0.01
H -2.64540 3.02740 3.71440 -0.09 -0.03 0.06
H -1.56830 2.94200 2.31980 -0.07 0.04 -0.11
H -0.62610 3.20370 5.20860 0.08 -0.08 -0.24
H 0.87630 2.67360 2.59980 0.12 0.04 -0.09
H 1.61150 2.69310 4.20380 0.06 0.04 -0.07
H 0.92020 4.18630 3.52530 -0.03 0.15 -0.01
H -2.00790 -2.39920 5.16380 -0.09 0.26 0.00
H -3.29650 0.05720 3.87700 -0.08 0.10 -0.03
H -4.14450 -1.33820 4.57540 -0.06 0.00 0.03
H -3.14940 -1.52190 3.11620 -0.04 -0.03 -0.07
H -2.19520 0.51010 6.08980 -0.01 0.05 0.03
H -1.28120 -0.76390 6.90220 0.05 0.00 0.09
H -3.05290 -0.86340 6.81430 -0.05 -0.05 0.05
Cl 4.30660 0.35970 0.26130 0.19 0.18 0.19
C 3.50110 -0.78750 -0.79540 -0.18 -0.06 0.00
Cl 4.55770 -2.15210 -1.11840 0.21 -0.19 0.00
Cl 3.08950 -0.00340 -2.33200 -0.02 0.14 -0.23
C 2.14470 -1.25090 -0.16450 0.23 -0.08 -0.07
O 1.88850 -2.42510 -0.11770 -0.15 -0.63 -0.01
O 1.44340 -0.26160 0.19300 0.25 0.71 0.14
```
Forces are in eV/Å.

ΔE to the lowest compared entry with this formula, charge and spin	0.000	eV
maximum force	1.093	eV Å⁻¹
Kohn-Sham gap	7.58	eV
E_tot	-114345.4730	eV
charge	-1
multiplicity	1
LUMO	2.60	eV


[3]
A cluster of 7 separate species, C16H26Br10F2O6 in total at a distorted geometry, computed with ωB97M-V/def2-TZVPD.

The geometry in XYZ format:
```
60
Properties=species:S:1:pos:R:3:forces:R:3
Br 11.82181 12.98592 8.29652 -0.21 -0.01 0.28
C 9.96866 12.61012 8.83539 0.36 -0.18 -1.22
C 9.07507 13.65330 8.22293 -0.43 1.19 -0.75
Br 7.35437 13.52091 9.13522 -0.28 -0.15 -0.07
H 9.87102 12.56032 9.89880 0.37 0.11 0.54
H 9.77904 11.61673 8.42403 -0.15 0.30 0.09
H 8.87478 13.51502 7.12518 0.35 0.06 1.19
H 9.36286 14.72787 8.40478 0.08 -1.34 -0.19
Br 7.37523 17.62935 15.39498 -0.07 0.34 0.31
C 7.51111 17.01953 17.23552 1.49 -1.11 0.92
C 6.44174 15.99284 17.48456 0.15 0.22 -0.28
Br 6.51388 15.40715 19.32683 0.07 -0.10 0.04
H 7.43731 17.75401 18.05458 0.22 0.40 -1.03
H 8.51972 16.51265 17.26814 -1.05 0.74 0.12
H 6.61596 15.14868 16.83862 -0.32 -0.41 -0.02
H 5.47584 16.44534 17.33821 -0.41 -0.15 -0.08
Br 8.92733 21.70751 12.46272 0.08 -0.22 -0.26
C 10.35086 22.20527 13.68138 -0.50 -0.45 0.34
C 11.48168 21.18797 13.80661 0.44 0.98 0.91
Br 11.05095 19.49162 14.60708 -0.40 -0.19 -0.01
H 9.78428 22.44481 14.60268 0.87 -0.22 -0.35
H 10.75304 23.09070 13.22002 0.23 0.43 0.15
H 12.21248 21.63123 14.54374 -0.52 -0.39 -1.10
H 11.94059 20.97061 12.83778 -0.05 0.19 0.31
Br 5.83527 8.52569 12.71689 -0.07 -0.25 -0.11
C 6.48777 8.66270 10.84322 0.39 2.34 1.80
C 7.95939 8.20067 10.84995 -1.07 0.39 -0.26
Br 9.04977 9.17622 9.56749 -0.16 -0.19 0.00
H 6.36419 9.75812 10.70925 0.47 -0.74 -0.22
H 5.69895 8.19429 10.29098 0.34 -0.78 -0.64
H 7.93418 7.19761 10.51124 0.46 -1.06 -0.19
H 8.44620 8.27442 11.82746 -0.33 0.24 -0.41
Br 4.49439 19.80102 13.10447 -0.55 -0.19 -0.04
C 6.25131 19.59024 12.35650 0.89 2.18 -1.22
C 6.51428 18.18615 11.89692 -0.10 -0.06 0.05
Br 8.24416 18.05203 10.97414 -0.22 0.04 0.34
H 6.88218 20.03953 13.14701 0.02 -0.94 -0.58
H 6.34968 20.29738 11.45801 -0.38 -0.94 1.30
H 5.78197 17.87574 11.14994 0.08 0.02 0.24
H 6.50992 17.51119 12.74291 0.12 -0.33 -0.12
C 9.40197 14.19459 12.21545 0.80 -0.21 2.46
C 8.06440 14.29515 12.88185 -1.49 -1.98 -0.30
O 7.65799 12.87943 12.98123 0.45 0.25 -0.34
C 8.64038 12.06517 12.47154 0.23 0.49 -0.11
O 8.63768 10.89020 12.28695 -1.02 0.02 0.66
O 9.74412 12.77891 12.20334 -0.27 1.81 -0.66
F 7.11756 14.93500 12.09079 0.93 -0.45 1.00
H 10.10289 14.69565 12.89957 0.18 -0.11 -0.73
H 9.28832 14.68213 11.29160 0.50 0.15 -1.62
H 8.08990 14.70297 13.88794 -0.46 0.24 -0.10
C 8.85823 11.09069 16.57547 -0.04 2.72 1.94
C 7.58307 11.92426 16.36073 -2.51 0.31 -0.24
O 7.93937 13.22069 15.89578 2.31 -1.57 0.93
C 9.36078 13.34947 16.13808 -2.54 -2.45 0.62
O 9.93345 14.35194 16.04208 1.00 1.93 -0.53
O 9.87536 12.16977 16.53811 -0.57 -0.67 -0.36
F 6.81808 12.13980 17.57334 1.49 -0.65 -1.71
H 9.02838 10.35339 15.83949 0.29 -0.50 -1.05
H 8.90118 10.63663 17.58909 -0.15 0.40 -0.70
H 6.87424 11.47430 15.60265 0.68 0.50 1.05
```
Forces are in eV/Å.

maximum force	3.584	eV Å⁻¹
Kohn-Sham gap	10.43	eV
SMILES string	O=C1OC[C@@H](F)O1.O=C1OC[C@@H](F)O1.BrCCBr.BrCCBr.BrCCBr.BrCCBr.BrCCBr
E_tot	-735158.6137	eV
charge	0
multiplicity	1
LUMO	0.36	eV


[4]
A structure of composition C16H26BrN4PtS2 at a distorted geometry, computed with ωB97M-V/def2-TZVPD.

The geometry in XYZ format:
```
50
Properties=species:S:1:pos:R:3:forces:R:3
Pt 0.02957 0.85749 -0.31147 1.27 0.61 -1.25
C 1.49947 3.51569 -1.22877 0.51 -0.16 -0.15
C 2.74647 2.81899 -0.65577 -0.49 0.33 -0.17
N 2.44257 1.43109 -0.30487 -0.78 -0.96 -0.27
C 2.91307 0.96859 0.99563 0.09 -0.07 0.35
C 2.18637 1.59399 2.18973 -0.45 -0.04 0.05
S 0.36057 1.40319 2.18343 0.36 0.15 0.41
C -0.25993 3.12019 2.01713 0.36 -0.18 0.04
C 0.36207 3.94689 0.89443 -0.16 -0.03 0.69
N 0.32447 3.25889 -0.39327 -0.78 -0.74 -0.14
H 1.29567 3.10899 -2.22107 -0.02 0.03 0.05
H 1.70777 4.59019 -1.33357 -0.10 -0.12 0.01
H 3.09757 3.34029 0.23653 0.03 -0.04 -0.05
H 3.54707 2.87819 -1.39927 -0.03 -0.02 0.12
H 2.78317 0.79809 -1.02077 -0.02 0.06 0.06
H 3.98537 1.17069 1.13373 -0.09 -0.05 -0.05
H 2.76167 -0.11401 1.02163 0.08 0.10 -0.02
H 2.38857 2.65809 2.28273 0.16 0.03 0.10
H 2.52657 1.09569 3.09743 0.13 0.15 -0.04
H -0.10553 3.61699 2.97643 -0.12 0.06 -0.08
H -1.33073 2.99169 1.85123 -0.01 -0.02 0.04
H 1.40077 4.17449 1.14263 -0.11 0.02 -0.04
H -0.17283 4.90549 0.86673 0.15 -0.09 -0.13
H -0.51303 3.53179 -0.89847 0.11 0.07 -0.02
S -2.44773 1.15279 -0.62967 1.32 0.20 -0.07
C -2.78043 -0.51941 -0.53507 -0.30 -0.27 -0.03
N -3.00033 -1.19711 -1.65707 0.04 0.03 0.20
C -3.30233 -2.61511 -1.68467 -0.02 -0.53 0.11
C -2.71403 -3.26821 -0.43957 -0.15 0.17 0.00
C -3.20363 -2.52121 0.79603 -0.07 -0.52 -0.10
N -2.87603 -1.11571 0.64853 -0.04 0.02 -0.14
H -2.92713 -0.69721 -2.53097 0.04 0.14 0.26
H -2.86653 -3.05051 -2.58557 -0.04 0.08 0.05
H -4.38683 -2.75501 -1.72517 0.05 -0.05 -0.03
H -1.62753 -3.20241 -0.48317 0.05 -0.08 -0.01
H -2.99803 -4.31711 -0.39137 -0.03 0.00 0.01
H -2.72173 -2.90671 1.69523 -0.01 0.08 -0.04
H -4.28663 -2.63241 0.91243 0.07 -0.05 0.04
H -2.71353 -0.55941 1.47603 0.02 0.09 -0.31
Br 1.45607 -5.78001 -0.62987 -0.14 0.47 0.00
C 1.03497 -3.91141 -0.57657 0.06 -0.47 0.03
C 0.89827 -3.20441 -1.75827 0.13 -0.11 0.13
C 0.60927 -1.84691 -1.70857 -0.12 0.40 -0.14
C 0.43677 -1.18231 -0.49477 -0.95 1.28 0.55
C 0.57807 -1.93101 0.67513 -0.01 0.15 0.12
C 0.87367 -3.28401 0.64833 0.11 -0.14 -0.16
H 1.02317 -3.70751 -2.70577 0.03 0.00 -0.06
H 0.52547 -1.31111 -2.64637 -0.10 0.06 0.00
H 0.46297 -1.45531 1.64313 -0.09 0.01 -0.02
H 0.97697 -3.84301 1.56533 0.03 -0.06 0.08
```
Forces are in eV/Å.

maximum force	1.883	eV Å⁻¹
Kohn-Sham gap (spin up / spin down)	7.00 / 7.00	eV
E_tot	-117929.2577	eV
charge	+1
multiplicity	1
LUMO (spin up / spin down)	-3.06 / -3.07	eV


[5]
A structure of composition C16H26Cl2F3FeGeN3O2, computed with ωB97M-V/def2-TZVPD.

The geometry in XYZ format:
```
54
Properties=species:S:1:pos:R:3:forces:R:3
Fe 1.64008 -0.74565 0.97738 0.23 -0.05 0.51
F 2.65479 0.05161 5.46898 0.04 0.00 0.01
C 1.42941 -0.04764 4.93154 0.04 -0.03 -0.01
F 0.79020 -1.05378 5.52502 -0.02 -0.03 0.00
F 0.77067 1.07780 5.17565 -0.03 0.06 0.00
C 1.57363 -0.30835 3.41889 -0.02 -0.06 -0.07
O 1.38830 0.63912 2.61705 -0.06 -0.08 0.01
O 1.90166 -1.45835 3.04409 -0.01 0.10 -0.06
N 3.89548 -0.19075 1.21007 0.01 -0.08 -0.03
N 3.65255 -1.50955 0.65294 -0.06 0.14 -0.11
H 4.77399 0.20316 0.88879 0.01 -0.03 -0.01
H 3.93976 -0.28558 2.21947 0.03 -0.01 0.01
H 4.11869 -2.25123 1.16903 -0.01 0.03 0.04
H 3.99360 -1.52033 -0.30251 0.01 0.01 0.00
Cl -3.22181 -0.38018 2.17746 -0.01 -0.04 0.10
C -2.50935 -1.85180 1.65390 -0.09 -0.03 -0.07
C -3.22852 -3.01796 1.79084 0.01 0.00 0.02
C -2.66355 -4.23543 1.43251 0.03 0.04 -0.01
C -1.36073 -4.29631 0.93489 -0.02 0.07 0.01
C -0.64859 -3.13536 0.80975 0.01 -0.01 0.01
Cl 0.94697 -3.20940 0.12245 -0.09 -0.02 0.09
C -1.16862 -1.83680 1.14422 0.02 -0.02 -0.03
N -0.41863 -0.75933 0.98971 -0.05 0.00 -0.16
H -4.23071 -2.97435 2.19233 -0.01 0.00 0.01
H -3.23699 -5.14445 1.54008 -0.01 -0.02 0.01
H -0.92266 -5.23882 0.64229 0.02 -0.02 -0.01
C 2.59076 2.43883 -2.69607 0.00 -0.02 0.00
C 2.68234 1.12185 -1.93447 0.01 0.00 0.00
C 1.34092 0.67048 -1.35757 0.02 0.07 -0.07
C 0.76840 1.61270 -0.29591 0.04 0.08 0.08
Ge -0.92993 1.03083 0.50555 -0.05 -0.06 0.06
C -2.28147 0.86812 -0.88707 0.00 0.02 -0.03
C -2.45953 2.18919 -1.64032 0.00 0.01 -0.02
C -3.46162 2.09437 -2.79055 -0.01 0.01 0.01
C -2.98414 1.20980 -3.93479 -0.01 0.00 0.00
H 3.54362 2.68373 -3.16245 0.01 0.00 0.00
H 2.32598 3.26821 -2.04123 0.00 0.01 0.02
H 1.84080 2.37890 -3.48649 -0.02 0.00 -0.02
H 3.40712 1.22034 -1.11898 -0.03 0.01 -0.01
H 3.05674 0.34342 -2.60405 0.01 -0.02 -0.03
H 1.45062 -0.37396 -0.98876 -0.01 0.01 -0.19
H 0.61396 0.55178 -2.16860 0.02 -0.03 0.01
H 0.55749 2.57879 -0.76053 -0.01 -0.01 0.00
H 1.50044 1.83184 0.48882 -0.01 -0.01 -0.02
H -1.29222 1.86995 1.72364 0.02 0.01 0.00
H -3.22743 0.55649 -0.44329 0.01 -0.01 -0.02
H -1.96690 0.07263 -1.56699 0.03 -0.02 0.01
H -1.49692 2.52387 -2.04384 0.00 0.01 -0.01
H -2.78597 2.96385 -0.94092 0.00 0.01 0.00
H -3.65327 3.10025 -3.16911 0.00 0.01 0.00
H -4.41579 1.72389 -2.40490 0.00 0.00 0.00
H -2.03746 1.57490 -4.33877 0.02 0.01 -0.01
H -3.70715 1.19900 -4.74914 -0.01 0.00 -0.01
H -2.83898 0.17566 -3.62002 0.00 -0.03 0.00
```
Forces are in eV/Å.

ΔE to the lowest compared entry with this formula, charge and spin	0.000	eV
⟨S²⟩	8.8023
maximum force	0.560	eV Å⁻¹
Kohn-Sham gap (spin up / spin down)	9.14 / 7.13	eV
E_tot	-149674.2161	eV
charge	+1
multiplicity	6
LUMO (spin up / spin down)	-2.56 / -5.31	eV